No. 1
# C38H43GeN3OPReS

A molecular structure, C38H43GeN3OPReS at a distorted geometry (the ωB97M-V functional and the def2-TZVPD basis, the OMol25 dataset).

Geometry as XYZ:
```
89
Properties=species:S:1:pos:R:3:mulliken_charge:R:1
Re -1.6009 0.3205 0.4114 0.9511
S -3.4579 0.1397 -0.4915 -0.1903
C 4.4872 5.3027 3.0592 -1.4124
C 4.2072 5.0937 1.5968 0.7963
C 4.1427 3.8224 1.0416 -0.9774
C 3.9198 3.6271 -0.3163 -0.1255
C 3.7407 4.7244 -1.1455 -0.0029
N 3.5238 4.6217 -2.5471 -0.0038
C 3.0801 3.5783 -3.3021 0.2214
O 3.3448 3.4327 -4.4673 -0.6158
N 2.2406 2.6296 -2.6661 0.2414
C 1.2160 2.8475 -1.7799 -0.2821
C 0.8021 4.1065 -1.3247 -0.2863
C -0.2587 4.2075 -0.4412 -1.2798
C -0.9181 3.0684 -0.0336 -0.1044
N -0.5233 1.8529 -0.4784 -0.3272
C 0.5177 1.7374 -1.3154 0.0647
C 3.8078 6.0071 -0.6082 -0.3641
C 4.0396 6.1833 0.7427 -0.7643
H 4.4833 4.3603 3.6030 0.3437
H 3.7491 5.9663 3.5094 0.3591
H 5.4643 5.7657 3.2001 0.3309
H 4.3052 2.9571 1.6724 0.3513
H 3.9360 2.6260 -0.7220 0.5616
H 3.9656 5.3338 -3.1140 0.2884
H 2.2098 1.7659 -3.1940 -0.0208
H 1.2901 4.9995 -1.6845 0.7535
H -0.5943 5.1745 -0.0966 0.4463
H -1.7904 3.1043 0.6092 0.5757
H 0.7668 0.7364 -1.6391 0.6771
H 3.6860 6.8685 -1.2524 0.4521
H 4.0983 7.1880 1.1409 0.4217
C -0.5345 1.2712 3.6720 -1.1727
C -1.9946 0.8157 3.7355 -0.7182
P -2.3191 -0.5625 2.5957 0.2125
C -4.0807 -1.0171 2.7405 -0.4321
C -4.6718 -0.9081 4.1472 -1.3466
C -1.2944 -1.9698 3.1127 0.3437
C -1.6726 -2.6398 4.4324 -1.6137
H -0.3851 2.1596 4.2831 0.4062
H -0.2230 1.5335 2.6502 0.2296
H 0.1471 0.5041 4.0352 0.3477
H -2.6688 1.6308 3.4548 0.3918
H -2.2728 0.5164 4.7475 0.5934
H -4.1558 -2.0354 2.3456 0.2691
H -4.6306 -0.3758 2.0503 0.4210
H -4.1236 -1.4861 4.8863 0.3036
H -5.6908 -1.2902 4.1247 0.4321
H -4.7190 0.1268 4.4806 0.3584
H -0.2614 -1.6134 3.1312 0.6288
H -1.3564 -2.6808 2.2861 -0.2802
H -1.7098 -1.9336 5.2612 0.3614
H -0.9221 -3.3889 4.6787 0.4322
H -2.6320 -3.1488 4.3630 0.3505
C -0.7861 -1.0861 -0.0618 -0.3893
Ge -0.5124 -2.5680 -1.4294 1.2875
C 0.0428 -1.4658 -2.9190 -0.5075
C -0.8774 -0.6139 -3.5373 0.2513
C -0.5033 0.1727 -4.6161 -0.9579
C 0.7987 0.1136 -5.0986 -0.5268
C 1.7252 -0.7219 -4.4912 -0.9101
C 1.3505 -1.5069 -3.4071 0.0426
C -2.3389 -3.1860 -1.5550 0.4876
C -2.9379 -3.7611 -0.4319 -0.2594
C -4.2223 -4.2740 -0.5007 -0.7815
C -4.9226 -4.2220 -1.6997 -0.5657
C -4.3367 -3.6618 -2.8228 -0.7556
C -3.0492 -3.1437 -2.7520 -0.3685
C 0.7305 -3.8930 -0.8216 0.3488
C 0.8518 -4.1883 0.5367 -0.2785
C 1.6701 -5.2218 0.9637 -0.5393
C 2.3765 -5.9709 0.0342 -0.5870
C 2.2555 -5.6947 -1.3185 -0.6531
C 1.4326 -4.6637 -1.7488 -0.4459
H -1.9002 -0.5671 -3.1804 0.4926
H -1.2268 0.8238 -5.0879 0.4786
H 1.0865 0.7092 -5.9544 0.4381
H 2.7382 -0.7689 -4.8662 0.4639
H 2.0941 -2.1288 -2.9263 0.5140
H -2.3855 -3.8449 0.4987 0.3482
H -4.6734 -4.7334 0.3690 0.4663
H -5.9202 -4.6348 -1.7600 0.4262
H -4.8776 -3.6338 -3.7585 0.4395
H -2.5996 -2.7188 -3.6405 0.4590
H 0.3143 -3.6042 1.2738 0.2719
H 1.7564 -5.4466 2.0182 0.4413
H 3.0174 -6.7761 0.3648 0.4032
H 2.7989 -6.2856 -2.0431 0.4261
H 1.3211 -4.4898 -2.8115 0.4418
```

For the LUMO energy, the calculation gives -7.409 eV. As for the total charge: +2. For the energy, the calculation gives -4607.57028 hartree. The HOMO-LUMO gap is 5.39 eV. The value obtained for the relative energy (zero: lowest compared OMol25 entry of this formula, charge and spin) is 7.6 kJ/mol. The spin multiplicity is 1. The HOMO energy comes out at -12.8 eV.

No. 2
# C26H75FO21S2

17 unconnected molecules or ions with the total composition C26H75FO21S2 at a distorted geometry (the ωB97M-V functional and the def2-TZVPD basis, the OMol25 dataset).

Geometry as XYZ:
```
125
Properties=species:S:1:pos:R:3:mulliken_charge:R:1
C 1.2658 -1.5246 0.6649 -0.6033
C 2.1459 -1.3470 -0.6124 0.1555
O 2.5125 -2.6133 -1.1966 -0.2829
C 1.4545 -0.4880 -1.7251 -0.3957
C 1.7624 1.0099 -1.5213 0.3015
C 0.8080 1.9213 -1.6304 0.9744
F -0.4571 1.6028 -1.9391 -0.3967
C 1.2175 3.3814 -1.3552 -0.1491
O 0.8472 4.2894 -2.0176 -0.5793
C 2.1978 3.5221 -0.1581 0.7809
S 1.9851 4.8558 1.0438 -0.0898
C 3.1667 2.6164 -0.0511 -0.4149
S 4.4050 2.5802 1.2790 1.5387
C 3.5790 1.8569 2.7342 -0.7453
O 5.4559 1.6425 0.9350 -0.7183
O 4.9561 3.8924 1.5308 -0.6547
C 3.1727 1.5073 -1.1425 -0.4765
O 4.1558 1.1115 -1.6537 -0.4927
H 1.7051 -0.9652 1.5161 0.0594
H 0.2214 -1.1851 0.5356 -0.0094
H 1.3141 -2.6017 0.9194 0.2259
H 3.1043 -0.9000 -0.2602 0.2916
H 3.3372 -2.4134 -1.6709 0.1261
H 1.6443 -0.8412 -2.7529 0.4741
H 0.3620 -0.5830 -1.5435 -0.0454
H 1.1243 4.2667 1.9357 0.1365
H 2.5092 1.6785 2.5105 0.1021
H 4.0138 0.8692 2.9788 0.4480
H 3.6740 2.5885 3.5556 0.2923
C -3.1489 0.8440 0.2233 -0.7896
O -1.8683 0.4487 0.7127 -0.3822
H -3.9164 0.3905 0.8456 0.1775
H -3.2424 1.9311 0.2701 0.4292
H -3.2716 0.5031 -0.8076 0.3268
H -1.2092 0.8631 0.1452 0.2048
C 5.0415 5.9434 3.6651 0.0306
O 4.3201 5.8541 4.8980 -0.5436
H 4.5593 5.3053 2.9317 -0.1544
H 5.0338 6.9767 3.3071 0.3181
H 6.0708 5.6073 3.8123 0.1478
H 4.7638 6.4251 5.5328 0.2921
C 8.8174 3.7254 3.8783 -0.5337
O 8.5797 4.6139 2.7948 -0.5142
H 9.5343 4.1884 4.5536 0.2447
H 7.8858 3.5338 4.4189 0.2168
H 9.2289 2.7827 3.5083 0.2618
H 7.9431 4.1860 2.2100 0.3099
C -6.0164 -1.6869 0.3706 -0.4701
O -6.2485 -0.8102 -0.7262 -0.4658
H -5.2888 -1.2282 1.0347 0.1648
H -6.9486 -1.8541 0.9160 0.2418
H -5.6220 -2.6376 0.0058 0.2476
H -6.8950 -1.2361 -1.3024 0.2840
C -5.6673 -0.7441 -4.7498 -0.5635
O -6.3709 -0.7994 -3.5135 -0.4425
H -6.1735 -1.3852 -5.4699 0.2582
H -5.6592 0.2829 -5.1227 0.1544
H -4.6426 -1.0981 -4.6084 0.2647
H -5.9060 -0.2253 -2.8924 0.3117
C 1.9205 7.5979 -2.7959 -0.4731
O 2.5521 6.4311 -3.3034 -0.4966
H 2.5794 8.4476 -2.9635 0.2475
H 0.9739 7.7697 -3.3155 0.2462
H 1.7385 7.4905 -1.7227 0.1751
H 1.9544 5.6924 -3.1453 0.3319
C 0.2318 2.1098 4.5039 -0.6531
O 0.8610 0.9287 4.0048 -0.2988
H 0.8984 2.9546 4.3353 0.2191
H -0.7092 2.2813 3.9770 0.2408
H 0.0425 2.0098 5.5744 0.2845
H 0.2561 0.1934 4.1625 0.2306
C -9.2007 -0.7387 -6.4865 -0.5054
O -8.5809 -1.9195 -6.9850 -0.5132
H -8.5360 0.1045 -6.6621 0.1786
H -10.1476 -0.5637 -7.0043 0.3169
H -9.3780 -0.8399 -5.4129 0.2357
H -9.1827 -2.6520 -6.8194 0.2944
C 3.6267 0.4053 6.4463 -0.5729
O 3.0979 -0.3052 5.3343 -0.3913
H 4.4370 -0.1792 6.8778 0.2310
H 4.0175 1.3751 6.1231 0.2313
H 2.8502 0.5538 7.2019 0.2644
H 2.3794 0.2296 4.9643 0.2936
C -2.6099 -2.8699 -0.6760 0.0532
O -2.7874 -2.4471 0.6671 -0.5348
H -2.6358 -3.9580 -0.7027 0.3279
H -3.4144 -2.4752 -1.3049 0.1358
H -1.6420 -2.5236 -1.0543 -0.2721
H -2.7604 -1.4818 0.6658 0.2069
C 0.3117 -5.2420 -2.4471 -0.4835
O 1.1724 -5.5834 -1.3675 -0.4945
H -0.4279 -6.0326 -2.5639 0.3142
H -0.1993 -4.2985 -2.2354 0.0594
H 0.8875 -5.1487 -3.3711 0.3187
H 1.8170 -4.8720 -1.2821 0.2971
C 4.1992 -3.1746 2.2911 -0.4685
O 2.9530 -2.9723 2.9469 -0.4015
H 4.1310 -2.7625 1.2854 0.0678
H 4.9974 -2.6638 2.8362 0.2798
H 4.4211 -4.2430 2.2267 0.3280
H 3.0314 -3.3424 3.8323 0.2389
C -5.9848 3.4143 -4.3493 -0.5840
O -4.8102 2.6755 -4.0299 -0.4395
H -6.8164 2.7180 -4.4377 0.1990
H -6.2023 4.1351 -3.5573 0.2866
H -5.8519 3.9386 -5.2991 0.2982
H -4.0861 3.3055 -3.9558 0.2579
C 0.3557 -6.7307 1.8813 -0.4566
O -0.7445 -6.9291 1.0076 -0.5294
H 0.2089 -7.3334 2.7762 0.3109
H 1.2807 -7.0396 1.3873 0.2116
H 0.4176 -5.6759 2.1637 0.1678
H -0.5852 -6.3840 0.2271 0.2742
C -9.2201 -4.1432 1.3995 -0.5313
O -9.4634 -3.2714 0.3005 -0.4773
H -8.4910 -3.6744 2.0571 0.1962
H -10.1459 -4.3155 1.9543 0.2804
H -8.8214 -5.0959 1.0423 0.2685
H -10.1088 -3.7024 -0.2687 0.2851
C 6.4647 -3.5421 -2.9031 -0.5788
O 5.4332 -2.8113 -3.5612 -0.4859
H 6.0872 -4.5349 -2.6673 0.2260
H 7.3346 -3.6343 -3.5574 0.3036
H 6.7513 -3.0368 -1.9773 0.2555
H 5.7857 -1.9375 -3.7614 0.2905
```

For the LUMO energy, the calculation gives -1.862 eV. As for the total charge: 0. For the energy, the calculation gives -3511.51562 hartree. The HOMO-LUMO gap is 7.82 eV. The spin multiplicity is 1. The HOMO energy comes out at -9.7 eV.

No. 3
# C11H8F6NO9S5W

A molecular structure, C11H8F6NO9S5W (the ωB97M-V functional and the def2-TZVPD basis, the OMol25 dataset).

Geometry as XYZ:
```
41
Properties=species:S:1:pos:R:3:mulliken_charge:R:1
W -0.6227 -0.1151 0.5829 2.3161
O 0.8535 -3.8497 0.2990 -0.4451
C 0.2471 -2.9634 -0.1723 -0.0855
O -0.2649 -1.9301 0.6678 -0.7439
C -0.1518 -2.7173 -1.6009 0.0564
C -1.6352 -2.3027 -1.6148 -0.0941
C -2.2209 -2.3821 -3.0130 -1.0074
C -1.5384 -1.1836 -3.7143 -1.0148
C -0.6902 -0.5950 -2.5998 -0.1600
O -1.5078 -0.8556 -1.4005 -0.2981
C 0.5300 -1.4676 -2.2827 0.1985
C 1.5065 -0.7079 -1.3992 -0.3400
O 2.6792 -0.8042 -1.3895 -0.4575
O 0.8585 0.2073 -0.5530 -0.5958
H 0.0456 -3.6312 -2.1557 0.6889
H -2.2433 -2.7259 -0.8199 0.6574
H -3.3012 -2.2633 -2.9783 0.3809
H -1.9999 -3.3411 -3.4776 0.3872
H -2.2678 -0.4548 -4.0593 0.3733
H -0.9223 -1.4737 -4.5632 0.3829
H -0.4931 0.4695 -2.6682 0.6733
H 1.0843 -1.7728 -3.1672 0.6745
S -4.1309 2.7013 0.4103 -0.0490
C -2.8827 1.7227 0.3882 0.2275
S -2.8112 0.1388 1.2587 -0.2224
S -1.3306 1.9278 -0.3923 -0.1849
F 0.7898 -1.0193 4.5524 -0.1681
C 1.3558 0.1725 4.4825 0.7045
F 0.5351 1.0997 4.9408 -0.1808
F 2.4929 0.1895 5.1411 -0.1664
S 1.7330 0.5549 2.7052 0.7293
O 0.2199 0.3768 2.1847 -0.2869
O 2.5339 -0.4808 2.1660 -0.5682
N 2.1815 1.9669 2.5515 -0.3136
S 1.3379 3.3721 2.6160 0.9143
O 1.8259 4.1717 3.6776 -0.5519
O -0.0574 3.1281 2.4250 -0.5289
C 1.9656 4.0853 1.0302 0.6869
F 1.3552 5.2406 0.8288 -0.1956
F 3.2700 4.2603 1.0849 -0.2124
F 1.6712 3.2513 0.0280 -0.1803
```

For the LUMO energy, the calculation gives -6.562 eV. As for the total charge: +1. For the energy, the calculation gives -3812.86317 hartree. The HOMO-LUMO gap is 6.17 eV. The value obtained for the relative energy (zero: lowest compared OMol25 entry of this formula, charge and spin) is 104.0 kJ/mol. The spin multiplicity is 1. The HOMO energy comes out at -12.7 eV.

No. 4
# C7H14N3

A gas-phase ion, C7H14N3 (charge +1) at a distorted geometry (the ωB97M-V functional and the def2-TZVPD basis, the OMol25 dataset).

Geometry as XYZ:
```
24
Properties=species:S:1:pos:R:3:mulliken_charge:R:1
C -1.1652 -1.1987 1.8120 -1.4271
C -1.0829 -1.1262 0.3239 0.7714
C -1.6424 -2.0692 -0.6200 -0.4841
N -1.1046 -1.9931 -1.8186 -0.8970
N -0.1670 -1.0165 -1.7904 0.4441
C -0.1035 -0.5109 -0.4643 -0.0762
N 0.5554 0.7209 -0.1501 0.2472
C 1.4871 1.0439 -1.3238 -1.3000
C 1.3885 0.4525 1.0677 -0.8095
C -0.3883 1.8415 0.1007 -0.9383
H -0.2536 -1.6353 2.1535 0.4133
H -1.3432 -0.1152 2.2106 0.2172
H -2.0008 -1.8766 2.1276 0.4030
H -2.4397 -2.7305 -0.3047 0.4403
H 0.2744 -0.5430 -2.5468 0.1832
H 1.8766 0.1474 -1.8768 0.4269
H 0.8685 1.3969 -2.0607 0.6539
H 2.2600 1.7262 -1.1905 0.3550
H 2.1450 1.2872 1.2392 0.3488
H 0.6948 0.1967 1.8567 0.3533
H 1.9292 -0.4783 0.8040 0.4058
H 0.2110 2.6799 0.1075 0.5123
H -1.0505 1.9479 -0.6863 0.4213
H -0.9487 1.8525 1.0295 0.3353
```

For the LUMO energy, the calculation gives -2.834 eV. As for the total charge: +1. For the energy, the calculation gives -439.05643 hartree. The HOMO-LUMO gap is 10.55 eV. The value obtained for the relative energy (zero: lowest compared OMol25 entry of this formula, charge and spin) is 345.9 kJ/mol. The spin multiplicity is 1. The HOMO energy comes out at -13.4 eV.